Record 1
The following is a quantum chemistry calculation of C41H57BBrN6P2Ru as an isolated structure at a distorted geometry, from the OMol25 dataset.

Summary:
HOMO-LUMO gap (alpha / beta): 7.127 / 4.867 eV
HOMO level (alpha / beta): -12.3 / -12.3 eV
M: 887.68 g/mol
net charge: +2
spin multiplicity: 6
⟨S²⟩: 8.814

Geometry (Å):
Ru1 -0.65187 -0.08750 0.01176
C1 -3.21297 1.52100 2.79686
C2 -2.02007 0.98620 3.59786
C3 -2.51067 0.43540 4.93616
C4 -1.05457 2.14370 3.84026
P1 -1.21607 -0.30360 2.46026
C5 -2.49737 -1.66990 2.52746
N1 -2.76577 -2.03350 1.16486
B1 -1.95027 -1.71290 0.04436
N2 -2.62197 -2.23050 -1.10044
C6 -2.11867 -2.10970 -2.43814
P2 -0.89057 -0.70750 -2.29084
C7 -2.46227 2.52350 -2.57424
C8 -1.52147 3.68920 -2.84534
C9 -3.68077 1.14590 -0.82704
C10 -3.74037 2.67030 -3.39054
C11 0.25613 -0.85160 -3.77424
C12 -0.58937 -1.08270 -5.02584
C13 1.25843 -1.99070 -3.59414
C14 0.98463 0.48770 -3.88494
C15 -3.82867 -2.75190 -0.70314
C16 -4.89457 -3.25040 -1.43834
C17 -6.03467 -3.61720 -0.75194
C18 -6.11897 -3.50300 0.63786
C19 -5.06487 -3.01880 1.38696
C20 -3.91467 -2.63460 0.71076
C21 0.31873 -1.09230 3.25546
C22 0.17593 -1.46580 4.72736
C23 0.57683 -2.36390 2.43646
C24 1.48133 -0.11410 3.05106
H1 -3.70807 2.30900 3.36126
H2 -3.95437 0.74850 2.59636
H3 -2.87537 1.95050 1.85386
H4 -3.23647 1.13300 5.34916
H5 -1.70747 0.34480 5.65796
H6 -3.00127 -0.52850 4.85196
H7 -1.59967 2.97390 4.28516
H8 -0.61487 2.49030 2.90606
H9 -0.25887 1.87360 4.52846
H10 -3.41667 -1.31880 3.00496
H11 -2.12317 -2.52580 3.10226
H12 -2.90837 -1.85990 -3.15844
H13 -1.63327 -3.03860 -2.77154
H14 -0.56727 3.56140 -2.34074
H15 -1.96177 4.62850 -2.52314
H16 -1.32827 3.76160 -3.91234
H17 -3.62967 0.80240 0.20606
H18 -3.38547 0.32800 -1.48414
H19 -4.70917 1.41760 -1.04184
H20 -3.47327 2.73990 -4.44404
H21 -4.27717 3.57800 -3.12494
H22 -4.41427 1.82400 -3.28334
H23 -1.11197 -2.03520 -4.99654
H24 0.06613 -1.08950 -5.89494
H25 -1.31777 -0.28510 -5.16134
H26 0.76913 -2.92070 -3.31494
H27 1.99633 -1.73950 -2.83764
H28 1.78273 -2.15810 -4.53284
H29 0.28513 1.28480 -4.13404
H30 1.74133 0.43810 -4.66574
H31 1.47573 0.74270 -2.94534
H32 -4.84117 -3.33850 -2.51124
H33 -6.88667 -3.99020 -1.29554
H34 -7.03247 -3.78630 1.13286
H35 -5.14857 -2.93030 2.45886
H36 -0.74307 -2.01710 4.91576
H37 0.19803 -0.59050 5.36976
H38 1.01043 -2.10490 5.01416
H39 -0.05177 -3.18390 2.77306
H40 1.61313 -2.67660 2.54266
H41 0.37283 -2.18770 1.37036
H42 1.43543 0.71830 3.74796
H43 1.46393 0.28780 2.03206
H44 2.43723 -0.61420 3.20196
N3 6.63293 -1.41780 0.04956
C25 7.95803 -1.08860 -0.01924
C26 9.11863 -1.76570 0.31956
C27 10.31313 -1.09970 0.10436
C28 10.35773 0.19740 -0.42674
C29 9.20973 0.88810 -0.74184
C30 7.98663 0.24350 -0.52084
N4 6.71903 0.68250 -0.69554
C31 5.92773 -0.31250 -0.35614
C32 4.49373 -0.21800 -0.40444
C33 3.64973 -1.33380 -0.38174
C34 2.28473 -1.14880 -0.39404
N5 1.70343 0.05710 -0.40504
C35 2.50813 1.12440 -0.48564
C36 3.88293 1.04050 -0.49274
H45 6.26753 -2.29090 0.39176
H46 9.09043 -2.75870 0.74176
H47 11.23953 -1.59390 0.35086
H48 11.32093 0.65900 -0.58524
H49 9.23173 1.88330 -1.15404
H50 4.05063 -2.33420 -0.37984
H51 1.61773 -2.00590 -0.41114
H52 2.02413 2.09080 -0.55154
H53 4.49883 1.92280 -0.55494
Br1 -3.47807 6.02170 0.99966
C37 -2.63377 4.46740 0.27136
C38 -1.27867 4.20310 0.56066
C39 -0.78327 2.95270 0.20516
N6 -1.45837 2.02200 -0.42124
C40 -2.73277 2.34350 -1.02044
C41 -3.35087 3.58960 -0.47584
H54 -0.67577 4.90010 1.11546
H55 0.22543 2.68450 0.51506
H56 -1.95987 1.58540 -2.86174
H57 -4.38257 3.78100 -0.71984

Löwdin population analysis, charges in e, atoms 1 to 2: atom 1 (Ru): 0.97, atom 2 (C): -0.09


Record 2
The following is a quantum chemistry calculation of an isolated ion of composition C5H15N2O and charge +1 at a distorted geometry, from the OMol25 dataset.

Summary:
HOMO-LUMO gap: 9.271 eV
ΔE to the lowest compared entry with this formula, charge and spin: 214.1 kJ/mol
HOMO level: -12.7 eV
M: 119.19 g/mol
SMILES: CN(CC[NH3+])CCO
net charge: +1

Geometry (Å):
C1 1.00885 0.14880 1.23735
N1 0.04366 0.15903 0.13235
C2 -1.31785 0.31818 0.59699
C3 -1.93757 -1.02586 1.00121
N2 -1.48045 -2.01744 -0.01746
C4 0.32941 0.93386 -1.07313
C5 1.80937 0.84347 -1.46961
O1 2.52258 1.86597 -0.80073
H1 1.71948 0.97291 1.20844
H2 0.51627 0.37571 2.15473
H3 1.53506 -0.79531 1.30242
H4 -1.99810 0.57897 -0.22057
H5 -1.40360 1.11862 1.33267
H6 -1.54999 -1.44284 1.93590
H7 -2.99646 -1.03739 1.24529
H8 -1.59221 -2.96821 0.33441
H9 -0.45479 -1.94839 -0.10947
H10 -1.81046 -1.78240 -0.95484
H11 0.07152 1.98420 -0.99643
H12 -0.25168 0.53312 -1.90952
H13 2.14186 -0.13602 -1.12042
H14 1.83386 1.08397 -2.52767
H15 3.26126 2.23705 -1.28191

Löwdin population analysis, charges in e, atoms 1 to 2: atom 1 (C): -0.05, atom 2 (N): -0.25


Record 3
The following is a quantum chemistry calculation of a 6-piece molecular cluster, C15H41NO8 overall at a distorted geometry, from the OMol25 dataset.

Summary:
HOMO-LUMO gap: 9.685 eV
HOMO level: -9.4 eV
M: 363.49 g/mol
SMILES: CC(C)COC(=O)ON.CCO.CCO.CCO.CCO.CCO
net charge: 0

Geometry (Å):
C1 -2.03602 -2.19616 -3.18486
C2 -0.87323 -1.32612 -3.97902
C3 0.31371 -2.32181 -4.53510
C4 -0.27914 -0.06301 -3.07235
O1 -0.23288 -0.54004 -1.68197
C5 -0.74529 0.45500 -0.72762
O2 -1.88000 1.15119 -0.83141
O3 0.07662 0.65825 0.51074
N1 -0.32369 -0.38549 1.30439
H1 -1.51876 -3.15164 -2.73828
H2 -2.89255 -2.46216 -3.97193
H3 -2.56568 -1.60193 -2.31923
H4 -1.41768 -0.82457 -4.91530
H5 0.78357 -1.81656 -5.48299
H6 1.09218 -2.64859 -3.71913
H7 -0.20546 -3.32147 -4.92663
H8 0.80091 0.21610 -3.46296
H9 -0.99908 0.83819 -3.26782
H10 0.17056 -0.36256 2.22595
H11 -0.03816 -1.27790 0.84063
C6 -3.04682 3.34092 -3.81004
C7 -4.52328 3.00435 -3.83948
O4 -4.70231 1.59862 -3.74792
H12 -2.52378 2.85047 -4.63761
H13 -2.89146 4.42093 -3.88441
H14 -2.58588 2.98117 -2.88434
H15 -4.97525 3.34585 -4.77549
H16 -5.05106 3.48048 -3.00754
H17 -4.30502 1.30656 -2.90954
C8 -2.67617 1.68412 3.39048
C9 -2.04822 2.18763 4.67354
O5 -0.90820 1.40459 4.99555
H18 -2.96988 0.63416 3.49202
H19 -3.55936 2.27452 3.13066
H20 -1.96119 1.73605 2.56289
H21 -2.75859 2.11341 5.50233
H22 -1.73999 3.23301 4.57579
H23 -0.28006 1.48395 4.25720
C10 2.33757 -2.49847 3.22636
C11 2.48301 -3.42576 2.03763
O6 1.94918 -2.81065 0.87438
H24 1.28440 -2.25005 3.39400
H25 2.74031 -2.95986 4.13246
H26 2.86278 -1.55450 3.04784
H27 1.93851 -4.35876 2.21095
H28 3.53434 -3.66848 1.85550
H29 2.44497 -1.98742 0.72438
C12 4.93296 1.37543 -5.11789
C13 3.48067 1.05424 -5.40387
O7 3.11379 -0.15359 -4.75347
H30 5.58162 0.56288 -5.46140
H31 5.23295 2.30166 -5.61609
H32 5.10108 1.48351 -4.04138
H33 3.32150 0.92527 -6.47860
H34 2.82463 1.85605 -5.05162
H35 3.25080 -0.02585 -3.79904
C14 0.45284 -1.46073 7.73602
C15 1.33648 -0.25785 7.99362
O8 1.53314 0.46665 6.78824
H36 0.90477 -2.11625 6.98433
H37 0.29520 -2.03274 8.65474
H38 -0.52048 -1.14934 7.34297
H39 2.31556 -0.57454 8.36525
H40 0.88534 0.40910 8.73458
H41 0.65866 0.75055 6.47092

Löwdin population analysis, charges in e, atoms 1 to 2: atom 1 (C): -0.10, atom 2 (C): -0.34


Record 4
The following is a quantum chemistry calculation of a 2-piece molecular cluster, C4H9NO overall at a distorted geometry, from the OMol25 dataset.

Summary:
HOMO-LUMO gap: 9.641 eV
ΔE to the lowest compared entry with this formula, charge and spin: 398.8 kJ/mol
HOMO level: -8.7 eV
M: 87.12 g/mol
SMILES: C=CO.C=NC
net charge: 0

Geometry (Å):
C1 1.09339 -1.87596 -1.77592
C2 0.87852 -1.31733 -0.58366
O1 1.42324 -1.66582 0.64226
H1 1.26300 -1.25817 -2.65492
H2 1.22961 -2.93660 -1.96434
H3 0.30335 -0.40196 -0.65590
H4 1.43364 -2.63660 0.49580
C3 -1.71180 2.33274 0.13183
N1 -1.32869 1.11777 0.18456
C4 -0.42129 0.80507 1.27542
H5 -1.97601 2.69272 -0.86660
H6 -1.65727 2.96738 1.03648
H7 -0.29492 1.65542 1.97039
H8 -0.82652 -0.08595 1.77396
H9 0.59174 0.60728 0.99065

Löwdin population analysis, charges in e, atoms 1 to 2: atom 1 (C): -0.01, atom 2 (C): -0.28


Record 5
The following is a quantum chemistry calculation of C6H16N3O as an isolated structure at a distorted geometry, from the OMol25 dataset.

Summary:
HOMO-LUMO gap: 9.772 eV
ΔE to the lowest compared entry with this formula, charge and spin: 312.0 kJ/mol
HOMO level: -12.8 eV
M: 146.21 g/mol
net charge: +1

Geometry (Å):
C1 -0.81569 -1.25452 -0.04639
C2 -1.87066 -1.80474 0.91896
C3 1.95421 -1.44516 -0.25116
C4 2.36573 0.92725 0.03093
C5 -0.02092 -0.19484 0.53015
C6 -1.09852 1.42402 0.15897
N1 -2.33359 0.90668 -0.33958
N2 1.30810 -0.10018 -0.24225
N3 -0.18896 2.15769 -0.72834
O1 -0.93584 -1.45373 -1.21139
H1 -2.87553 -1.74429 0.44867
H2 -1.82745 -2.81897 1.05126
H3 -1.97369 -1.24165 1.82966
H4 2.21001 -1.48372 0.80865
H5 1.30117 -2.22234 -0.52840
H6 2.83260 -1.37746 -0.89505
H7 2.96249 0.57574 0.86210
H8 2.95550 1.08770 -0.86133
H9 2.01971 1.86463 0.32384
H10 0.15140 -0.08058 1.56415
H11 -1.16187 2.01544 0.96922
H12 -3.00226 0.51949 0.32541
H13 -2.43797 0.35773 -1.28715
H14 -0.51169 2.17159 -1.69763
H15 1.10076 0.12232 -1.35450
H16 -0.10703 3.09188 -0.37881

Löwdin population analysis, charges in e, atoms 1 to 2: atom 1 (C): -0.52, atom 2 (C): 0.01


What did the third record say?
The following is a quantum chemistry calculation of a 6-piece molecular cluster, C15H41NO8 overall at a distorted geometry, from the OMol25 dataset.

Summary:
HOMO-LUMO gap: 9.685 eV
HOMO level: -9.4 eV
M: 363.49 g/mol
SMILES: CC(C)COC(=O)ON.CCO.CCO.CCO.CCO.CCO
net charge: 0

Geometry (Å):
C1 -2.03602 -2.19616 -3.18486
C2 -0.87323 -1.32612 -3.97902
C3 0.31371 -2.32181 -4.53510
C4 -0.27914 -0.06301 -3.07235
O1 -0.23288 -0.54004 -1.68197
C5 -0.74529 0.45500 -0.72762
O2 -1.88000 1.15119 -0.83141
O3 0.07662 0.65825 0.51074
N1 -0.32369 -0.38549 1.30439
H1 -1.51876 -3.15164 -2.73828
H2 -2.89255 -2.46216 -3.97193
H3 -2.56568 -1.60193 -2.31923
H4 -1.41768 -0.82457 -4.91530
H5 0.78357 -1.81656 -5.48299
H6 1.09218 -2.64859 -3.71913
H7 -0.20546 -3.32147 -4.92663
H8 0.80091 0.21610 -3.46296
H9 -0.99908 0.83819 -3.26782
H10 0.17056 -0.36256 2.22595
H11 -0.03816 -1.27790 0.84063
C6 -3.04682 3.34092 -3.81004
C7 -4.52328 3.00435 -3.83948
O4 -4.70231 1.59862 -3.74792
H12 -2.52378 2.85047 -4.63761
H13 -2.89146 4.42093 -3.88441
H14 -2.58588 2.98117 -2.88434
H15 -4.97525 3.34585 -4.77549
H16 -5.05106 3.48048 -3.00754
H17 -4.30502 1.30656 -2.90954
C8 -2.67617 1.68412 3.39048
C9 -2.04822 2.18763 4.67354
O5 -0.90820 1.40459 4.99555
H18 -2.96988 0.63416 3.49202
H19 -3.55936 2.27452 3.13066
H20 -1.96119 1.73605 2.56289
H21 -2.75859 2.11341 5.50233
H22 -1.73999 3.23301 4.57579
H23 -0.28006 1.48395 4.25720
C10 2.33757 -2.49847 3.22636
C11 2.48301 -3.42576 2.03763
O6 1.94918 -2.81065 0.87438
H24 1.28440 -2.25005 3.39400
H25 2.74031 -2.95986 4.13246
H26 2.86278 -1.55450 3.04784
H27 1.93851 -4.35876 2.21095
H28 3.53434 -3.66848 1.85550
H29 2.44497 -1.98742 0.72438
C12 4.93296 1.37543 -5.11789
C13 3.48067 1.05424 -5.40387
O7 3.11379 -0.15359 -4.75347
H30 5.58162 0.56288 -5.46140
H31 5.23295 2.30166 -5.61609
H32 5.10108 1.48351 -4.04138
H33 3.32150 0.92527 -6.47860
H34 2.82463 1.85605 -5.05162
H35 3.25080 -0.02585 -3.79904
C14 0.45284 -1.46073 7.73602
C15 1.33648 -0.25785 7.99362
O8 1.53314 0.46665 6.78824
H36 0.90477 -2.11625 6.98433
H37 0.29520 -2.03274 8.65474
H38 -0.52048 -1.14934 7.34297
H39 2.31556 -0.57454 8.36525
H40 0.88534 0.40910 8.73458
H41 0.65866 0.75055 6.47092

Löwdin population analysis, charges in e, atoms 1 to 2: atom 1 (C): -0.10, atom 2 (C): -0.34


- net charge of number 2 (C5H15N2O)?
  +1